# 1
Here is C5H10O2 in the gas phase from the Open Molecules 2025 dataset. Energies are from wB97M-V/def2-TZVPD.

The geometry in XYZ format:
```
17
Properties=species:S:1:pos:R:3:lowdin_charge:R:1
C 2.0851 -0.1265 -0.4591 -0.03
C 0.7948 0.2378 0.2418 -0.36
O 0.0816 1.1792 -0.5628 -0.11
C -1.3049 1.1326 -0.2217 -0.18
C -1.4753 -0.0484 0.7481 -0.11
C -0.2310 -0.8831 0.4383 -0.34
O -0.3975 -1.6619 -0.7303 -0.01
H 2.6640 0.7788 -0.6639 0.08
H 1.8821 -0.6359 -1.4046 0.08
H 2.6877 -0.7894 0.1702 0.09
H 1.0195 0.6812 1.2272 0.15
H -1.8749 0.9857 -1.1483 0.12
H -1.6173 2.0884 0.2144 0.12
H -1.4458 0.2949 1.7883 0.12
H -2.3991 -0.6110 0.5922 0.12
H 0.0387 -1.5795 1.2368 0.16
H -0.5076 -1.0430 -1.4665 0.10
```

The calculation puts the HOMO-LUMO gap at 10.671 eV. As for the SMILES: C[C@H]1OCC[C@H]1O. The energy above the lowest of the compared OMol25 structures with the same formula, charge and spin comes out at 28.9 kcal/mol. Its spin multiplicity is 1. The maximum force is 0.006 Eh/bohr. The net charge is 0.

---

# 2
Here is C5H10O2 in the gas phase from the Open Molecules 2025 dataset. Energies are from wB97M-V/def2-TZVPD.

The geometry in XYZ format:
```
17
Properties=species:S:1:pos:R:3:lowdin_charge:R:1
C 1.1457 1.7774 1.4949 -0.08
C 0.5555 0.4625 1.1273 -0.08
C -0.4548 -0.6089 -1.3700 -0.15
C -1.7017 -0.4883 -0.4734 -0.30
O -1.6587 -1.3549 0.6263 -0.10
C 0.8742 -0.9484 -0.7047 -0.18
O 1.3382 0.0605 0.1797 -0.09
H 0.3066 2.4708 1.5285 0.08
H 1.6019 1.6782 2.4781 0.08
H 1.8983 2.1100 0.7628 0.08
H -0.5910 -1.4712 -2.0194 0.11
H -0.4135 0.2930 -1.9954 0.12
H -2.5763 -0.7481 -1.0850 0.12
H -1.8499 0.5618 -0.1699 0.11
H -0.9825 -0.9386 1.2041 0.03
H 1.7027 -0.9606 -1.4166 0.13
H 0.8053 -1.8952 -0.1673 0.13
```

The calculation puts the HOMO-LUMO gap at 9.842 eV. The energy above the lowest of the compared OMol25 structures with the same formula, charge and spin comes out at 91.4 kcal/mol. Its spin multiplicity is 1. The maximum force is 0.013 Eh/bohr. The net charge is 0.

---

# 3
Here is C5H10O2 in the gas phase from the Open Molecules 2025 dataset. Energies are from wB97M-V/def2-TZVPD.

The geometry in XYZ format:
```
17
Properties=species:S:1:pos:R:3:lowdin_charge:R:1
C 2.4821 -0.1161 0.1678 -0.11
O 1.4794 -1.0623 -0.1260 -0.19
C 0.2403 -0.7963 0.4957 -0.18
C -0.7080 0.0806 -0.4111 -0.29
C -2.1495 -0.3748 -0.7064 -0.06
C -0.7081 1.4147 0.2790 -0.27
O -1.5958 1.8081 0.9934 0.06
H 2.1255 0.9118 0.0032 0.07
H 3.3282 -0.3054 -0.5012 0.09
H 2.8343 -0.2146 1.2046 0.09
H 0.4105 -0.3189 1.4833 0.13
H -0.2185 -1.7630 0.7070 0.13
H -0.1855 0.1691 -1.3702 0.14
H -2.7939 0.5070 -0.8168 0.08
H -2.1913 -0.9309 -1.6478 0.08
H -2.5944 -0.9836 0.0832 0.08
H 0.2449 1.9747 0.1623 0.12
```

The calculation puts the HOMO-LUMO gap at 10.704 eV. As for the SMILES: COC[C@@H](C)C=O. The energy above the lowest of the compared OMol25 structures with the same formula, charge and spin comes out at 49.8 kcal/mol. Its spin multiplicity is 1. The maximum force is 0.008 Eh/bohr. The net charge is 0.

---

# 4
Here is 2 unconnected molecules or ions with the total composition C5H10O2 at a distorted geometry from the Open Molecules 2025 dataset. Energies are from wB97M-V/def2-TZVPD.

The geometry in XYZ format:
```
17
Properties=species:S:1:pos:R:3:lowdin_charge:R:1
C -1.6806 -1.6306 -0.5367 -0.12
C 0.9599 1.0551 2.0321 0.06
C 1.2199 0.0491 1.1206 -0.44
O 2.3090 -0.3158 0.3945 0.02
C 0.1902 -0.9244 0.7410 -0.09
C -0.4545 -0.8003 -0.4284 -0.12
H -2.0810 -2.1024 0.3400 0.07
H -2.3785 -0.8893 -0.9332 0.08
H -2.0138 -2.3999 -1.1980 0.06
H 1.4878 1.9104 2.3175 0.03
H -0.0824 1.0811 2.3094 0.05
H 2.8456 0.5590 0.2558 0.17
H 0.0410 -1.6236 1.5424 0.12
H 0.0463 -0.4737 -1.3174 0.11
H -0.8575 2.5490 -2.3869 0.03
H 0.3905 1.6903 -1.7465 0.05
O 0.0580 2.2658 -2.5061 -0.09
```

The calculation puts the HOMO-LUMO gap at 9.368 eV. As for the SMILES: C=C(O)/C=C/C.O. The energy above the lowest of the compared OMol25 structures with the same formula, charge and spin comes out at 95.8 kcal/mol. Its spin multiplicity is 1. The maximum force is 0.090 Eh/bohr. The net charge is 0.

---

# 5
Here is 2 unconnected molecules or ions with the total composition C5H10O2P at a distorted geometry from the Open Molecules 2025 dataset. Energies are from wB97M-V/def2-TZVPD.

The geometry in XYZ format:
```
18
Properties=species:S:1:pos:R:3:lowdin_charge:R:1
C 0.4119 0.2441 0.9397 -0.43
C 0.3712 1.2948 -0.1333 -0.26
C 0.1202 0.5864 -1.4715 -0.29
C 0.7260 -0.8051 -1.4131 -0.29
C 0.1747 0.6192 2.3645 -0.14
O -2.4589 -1.4071 -1.2899 -0.53
O 0.4519 -2.5685 0.8669 -0.41
P 0.0832 -1.2784 0.2426 0.83
H -0.3994 2.0568 0.0462 0.10
H 1.3375 1.8237 -0.1574 0.10
H -0.9530 0.4223 -1.5764 0.07
H 0.4870 1.1801 -2.3152 0.10
H 0.3232 -1.4550 -2.1855 0.07
H 1.8214 -0.8213 -1.4335 0.08
H 0.0103 -0.2791 2.9592 0.06
H -0.6879 1.2851 2.4836 0.06
H 1.0491 1.1414 2.7701 0.06
H -2.8685 -2.0393 -0.6970 -0.17
```

The calculation puts the HOMO-LUMO gap at 7.061 eV. The energy above the lowest of the compared OMol25 structures with the same formula, charge and spin comes out at 59.0 kcal/mol. Its spin multiplicity is 1. The maximum force is 0.040 Eh/bohr. The net charge is -1.

---

# 6
Here is a molecular structure, C5H10O2Rh at a distorted geometry from the Open Molecules 2025 dataset. Energies are from wB97M-V/def2-TZVPD.

The geometry in XYZ format:
```
18
Properties=species:S:1:pos:R:3:lowdin_charge:R:1
C -0.9066 -2.7472 -0.1410 0.00
O -1.0630 -1.3690 0.1632 -0.10
C -1.2070 -0.4444 -0.8291 -0.15
C -0.9164 0.8496 -0.3084 -0.05
H -1.6306 -3.2867 0.4797 0.13
H -1.0816 -2.9897 -1.1975 0.12
H 0.1409 -2.9841 0.0826 0.12
H -1.8926 -0.6580 -1.6509 0.17
H -1.3362 1.1386 0.6615 0.13
H -0.7718 1.6373 -1.0568 0.10
C 2.5345 -0.8827 -3.5759 0.16
C 1.4684 -0.4671 -2.6600 -0.31
O 1.9384 -0.3748 -1.4037 -0.22
Rh 1.1241 0.1911 0.1155 1.32
H 2.3151 -0.9967 -4.6390 0.10
H 3.5351 -0.5262 -3.3142 0.11
H -0.0213 -0.7682 -2.5160 0.24
H 1.0564 0.4938 -3.0447 0.15
```

The calculation puts the HOMO-LUMO gap (spin up / spin down) at 6.286 / 7.682 eV. As for the expectation value of S²: 8.788. Its spin multiplicity is 6. The maximum force is 0.081 Eh/bohr. The net charge is +2.

---

# 7
Here is C5H10O2S in the gas phase at a distorted geometry from the Open Molecules 2025 dataset. Energies are from wB97M-V/def2-TZVPD.

The geometry in XYZ format:
```
18
Properties=species:S:1:pos:R:3:lowdin_charge:R:1
C -0.4368 0.2507 -1.4268 -0.32
C -1.0519 -0.4463 0.0104 -0.29
C 0.7433 -0.4220 -2.0522 -0.09
C 0.4350 0.2221 1.8136 -0.12
C -0.8926 0.4141 1.2074 -0.31
O -3.0949 0.6047 -1.6174 -0.32
O -2.2876 -1.7543 -1.9708 -0.31
S -2.0807 -0.4210 -1.4526 0.71
H -0.5460 1.3810 -1.4370 0.14
H -0.6357 -1.4243 0.1754 0.12
H 0.3770 -1.1668 -2.6926 0.05
H 1.4587 -0.8874 -1.2294 0.13
H 1.2640 0.3518 -2.6256 0.08
H 0.9691 1.1431 1.4301 0.10
H 1.0579 -0.6348 1.6275 0.07
H 0.3333 0.2408 2.9601 0.11
H -1.1020 1.5153 0.9710 0.14
H -1.7964 -0.0094 1.7755 0.14
```

The calculation puts the HOMO-LUMO gap at 10.753 eV. As for the SMILES: CC[C@@H]1[C@@H](C)S1(=O)=O. The energy above the lowest of the compared OMol25 structures with the same formula, charge and spin comes out at 77.9 kcal/mol. Its spin multiplicity is 1. The maximum force is 0.085 Eh/bohr. The net charge is 0.

---

# 8
Here is 2 unconnected molecules or ions with the total composition C5H10O2S at a distorted geometry from the Open Molecules 2025 dataset. Energies are from wB97M-V/def2-TZVPD.

The geometry in XYZ format:
```
18
Properties=species:S:1:pos:R:3:lowdin_charge:R:1
C -1.4847 0.6925 0.6801 -0.14
C 0.4538 -1.9656 -0.2602 -0.10
C 1.2273 1.8526 -0.0475 -0.12
C 1.2361 -0.6974 0.1112 -0.30
C 0.6264 0.5075 -0.4416 -0.14
O -4.0893 0.2929 0.6768 -0.38
O -2.7203 -0.3563 -1.3443 -0.37
S -2.7867 -0.0828 0.0517 0.61
H -1.3071 0.7265 1.7825 0.05
H 0.4814 -1.9666 -1.3474 0.06
H 1.0290 -2.9404 0.1747 0.12
H -0.6919 -1.9342 0.0542 0.09
H 1.0339 2.2044 1.0959 0.13
H 0.8285 2.6339 -0.6947 0.07
H 2.3578 1.7476 -0.0792 0.09
H 1.3461 -0.5988 1.1797 0.11
H 2.2725 -0.7565 -0.1809 0.12
H 0.1873 0.6407 -1.4109 0.10
```

The calculation puts the HOMO-LUMO gap (spin up / spin down) at 6.721 / 7.168 eV. The energy above the lowest of the compared OMol25 structures with the same formula, charge and spin comes out at 38.2 kcal/mol. As for the expectation value of S²: 2.033. Its spin multiplicity is 3. The maximum force is 0.122 Eh/bohr. The net charge is 0.

---

# 9
Here is C5H10O3 in the gas phase from the Open Molecules 2025 dataset. Energies are from wB97M-V/def2-TZVPD.

The geometry in XYZ format:
```
18
Properties=species:S:1:pos:R:3:lowdin_charge:R:1
O 2.9128 1.1220 0.7173 -0.02
O 2.5573 -0.2565 0.6032 -0.14
C 1.5437 -0.3658 -0.3897 -0.17
C 0.1535 -0.0234 0.1323 -0.28
C -0.7981 0.5928 -0.8923 -0.13
C -2.1161 0.4221 -0.1641 -0.20
O -2.0519 -0.8967 0.3720 -0.13
C -0.6785 -1.2264 0.6000 -0.15
H 2.3307 1.4301 1.4251 0.09
H 1.6047 -1.4084 -0.7109 0.13
H 1.8130 0.2720 -1.2350 0.13
H 0.2568 0.6731 0.9711 0.14
H -0.5587 1.6180 -1.1709 0.12
H -0.8052 -0.0358 -1.7889 0.13
H -2.1927 1.1504 0.6545 0.12
H -3.0070 0.5078 -0.7831 0.12
H -0.5291 -1.4637 1.6548 0.13
H -0.4353 -2.1116 0.0048 0.12
```

The calculation puts the HOMO-LUMO gap at 10.561 eV. As for the SMILES: OOC[C@H]1CCOC1. The energy above the lowest of the compared OMol25 structures with the same formula, charge and spin comes out at 90.6 kcal/mol. Its spin multiplicity is 1. The maximum force is 0.003 Eh/bohr. The net charge is 0.

---

# 10
Here is a molecular structure, C5H10O3 at a distorted geometry from the Open Molecules 2025 dataset. Energies are from wB97M-V/def2-TZVPD.

The geometry in XYZ format:
```
18
Properties=species:S:1:pos:R:3:lowdin_charge:R:1
C -0.0513 1.7700 0.1360 0.04
C -0.3585 0.2487 0.3520 -0.30
C -1.8256 -0.1024 0.0866 -0.29
C 0.4854 -0.6056 -0.5870 -0.07
C 2.0073 -0.4385 -0.2402 -0.52
H 1.0711 1.7824 0.4148 0.13
H 0.0035 1.8176 -0.6998 -0.07
H -0.7123 2.1134 0.7755 0.05
H -0.2831 -0.3059 1.3602 0.17
H -2.4163 -0.0008 0.9899 0.10
H -2.5172 0.8286 -0.6344 0.19
H -2.8571 -1.5696 -0.4349 0.01
H 0.3488 -1.6813 -0.5303 0.13
H 0.4403 -0.4595 -1.5324 0.06
H 3.5574 -1.1163 1.1098 0.30
O -2.0329 -1.3386 -0.4278 0.01
O 2.3745 -1.2020 0.7894 0.02
O 2.7660 0.2599 -0.9275 0.05
```

The calculation puts the HOMO-LUMO gap at 10.169 eV. The energy above the lowest of the compared OMol25 structures with the same formula, charge and spin comes out at 138.8 kcal/mol. Its spin multiplicity is 1. The maximum force is 0.356 Eh/bohr. The net charge is 0.

---

# 11
Here is a molecular structure, C5H10O3 at a distorted geometry from the Open Molecules 2025 dataset. Energies are from wB97M-V/def2-TZVPD.

The geometry in XYZ format:
```
18
Properties=species:S:1:pos:R:3:lowdin_charge:R:1
C -0.8662 -0.9623 -0.9296 -0.37
C 1.3224 0.9936 1.2791 -0.23
C -1.0281 0.5553 -0.8501 -0.17
C 0.3501 1.0503 -0.4089 -0.11
C -0.0373 -1.2167 0.3088 -0.15
O -2.0638 -1.7118 -0.9682 0.00
O 2.3113 0.1311 1.3070 -0.11
O 1.1083 -1.7186 0.3248 0.04
H -2.6443 -1.4156 -0.2553 0.10
H 1.9481 -0.8676 0.8986 0.09
H -0.2888 -1.2584 -1.8073 0.16
H -0.5996 -1.1102 1.2523 0.15
H 1.6589 2.0305 1.2606 0.10
H 0.4884 0.8023 1.9639 0.09
H -1.3641 0.9877 -1.7978 0.12
H -1.7706 0.7999 -0.0797 0.12
H 0.3416 2.1393 -0.3833 0.08
H 1.1341 0.7709 -1.1147 0.10
```

The calculation puts the HOMO-LUMO gap at 9.108 eV. The energy above the lowest of the compared OMol25 structures with the same formula, charge and spin comes out at 88.5 kcal/mol. Its spin multiplicity is 1. The maximum force is 0.062 Eh/bohr. The net charge is 0.

---

# 12
Here is a molecular structure, C5H10O3 at a distorted geometry from the Open Molecules 2025 dataset. Energies are from wB97M-V/def2-TZVPD.

The geometry in XYZ format:
```
18
Properties=species:S:1:pos:R:3:lowdin_charge:R:1
C 0.9823 -0.8478 0.5415 -0.22
C 0.0570 0.1755 -0.0434 -0.39
C -0.8986 -0.8080 -0.9704 -0.27
C 0.7244 1.3136 -0.7600 -0.13
C -0.8390 1.3008 0.7454 0.03
H 2.6667 -1.0341 1.6381 0.24
H 1.5902 -1.2987 -0.2109 0.11
H 0.5235 -1.7377 1.1254 0.15
H -1.4956 -0.2478 -1.6346 0.08
H -0.5078 -1.4026 -1.7278 0.09
H -2.9612 -0.9260 -0.3507 0.35
H 1.7391 1.4081 -0.2129 0.15
H 0.7498 1.1948 -1.8301 0.11
H -0.3024 1.5417 1.6375 0.09
H -1.8879 0.8056 0.8516 0.12
O 1.8147 -0.1479 1.6036 -0.19
O -1.4653 -1.4841 0.1456 -0.17
O -0.4899 2.1944 -0.5478 -0.14
```

The calculation puts the HOMO-LUMO gap at 8.022 eV. The energy above the lowest of the compared OMol25 structures with the same formula, charge and spin comes out at 229.6 kcal/mol. Its spin multiplicity is 1. The maximum force is 0.142 Eh/bohr. The net charge is 0.

---

# 13
Here is C5H10O3 in the gas phase at a distorted geometry from the Open Molecules 2025 dataset. Energies are from wB97M-V/def2-TZVPD.

The geometry in XYZ format:
```
18
Properties=species:S:1:pos:R:3:lowdin_charge:R:1
C 0.0024 -2.0312 0.6591 -0.01
C -0.1036 -0.7770 -0.1783 -0.23
C 0.7771 0.4305 0.3182 -0.14
C 0.7961 1.6311 -0.5546 -0.29
C -1.5583 -0.2260 -0.2511 -0.45
H -0.3030 -2.8827 0.3929 -0.01
H -0.3194 -1.7248 1.7274 0.14
H 1.0146 -2.5002 0.6506 0.11
H 0.1505 -0.6802 -1.0501 0.04
H 0.5003 0.9587 1.3390 0.16
H 1.5958 -0.1031 0.5531 0.07
H 0.6176 1.4354 -1.4948 0.07
H -0.0636 2.2540 -0.3497 0.12
H 2.4208 2.6941 0.5274 0.23
H -3.2370 -0.5670 -1.0519 0.13
O 2.0416 2.3432 -0.5213 -0.14
O -2.3382 -0.9561 -1.1071 0.10
O -1.9939 0.7014 0.3912 0.10
```

The calculation puts the HOMO-LUMO gap at 10.967 eV. As for the SMILES: C[C@H](CCO)C(=O)O. The energy above the lowest of the compared OMol25 structures with the same formula, charge and spin comes out at 95.8 kcal/mol. Its spin multiplicity is 1. The maximum force is 0.202 Eh/bohr. The net charge is 0.

---

# 14
Here is a molecular structure, C5H10O3V at a distorted geometry from the Open Molecules 2025 dataset. Energies are from wB97M-V/def2-TZVPD.

The geometry in XYZ format:
```
19
Properties=species:S:1:pos:R:3:lowdin_charge:R:1
C 0.1978 1.2691 2.4009 -0.30
O 0.2436 -0.1189 2.3799 -0.33
C -0.5780 1.8237 1.2071 -0.13
O -0.0375 1.1752 0.0387 -0.16
C -0.8647 0.8100 -0.9711 -0.08
C -0.1978 -0.0464 -1.9763 -0.14
O 0.3637 -1.1839 -1.2869 -0.36
C 1.0119 -2.1214 -2.1458 -0.03
V 0.4494 -0.8948 0.6709 1.17
H 1.2138 1.7117 2.3869 0.13
H -0.3049 1.6502 3.3095 0.14
H -0.4501 2.9070 1.0866 0.15
H -1.6455 1.5753 1.2958 0.14
H -1.8619 1.2387 -1.0651 0.15
H 0.6353 0.4743 -2.4823 0.16
H -0.9230 -0.4020 -2.7205 0.15
H 1.3599 -2.9532 -1.5263 0.11
H 0.2946 -2.4884 -2.8909 0.11
H 1.8639 -1.6375 -2.6418 0.12
```

The calculation puts the HOMO-LUMO gap (spin up / spin down) at 8.028 / 9.135 eV. The energy above the lowest of the compared OMol25 structures with the same formula, charge and spin comes out at 0.0 kcal/mol. As for the expectation value of S²: 6.013. Its spin multiplicity is 5. The maximum force is 0.047 Eh/bohr. The net charge is +1.